Model a:
The following is a quantum chemistry calculation of 10 unconnected molecules or ions with the total composition C30H70N10O10, from OMol25.

Last column: Löwdin charge in e.
Cartesian coordinates (Å):
C  0.2938  -4.9183  -5.2226  -0.009
N  0.9292  -4.9087  -3.8286  0.079
C  0.5436  -4.0872  -2.8631  -0.561
C  1.5033  -3.9463  -1.7600  -0.011
O  -0.5069  -3.4433  -2.7125  -0.017
H  -0.7498  -4.9374  -5.1144  0.052
H  0.3203  -5.8589  -5.7299  0.065
H  0.5297  -4.0869  -5.9627  0.091
H  1.7520  -5.3925  -3.6453  0.105
H  2.2198  -3.1084  -1.8989  0.095
H  2.0928  -4.9230  -1.5037  0.119
H  0.9342  -3.8401  -0.8014  0.086
C  -1.8596  -3.5651  0.8881  -0.026
N  -2.2192  -3.2309  -0.5042  0.026
C  -3.3605  -2.7805  -0.8949  -0.542
C  -3.7198  -2.5172  -2.3351  -0.002
O  -4.2588  -2.5192  -0.0119  -0.066
H  -1.2402  -4.5049  0.8088  0.099
H  -2.6618  -3.5128  1.4048  -0.015
H  -0.9984  -2.9311  1.4023  0.113
H  -1.5163  -3.2645  -1.3563  0.123
H  -3.0183  -1.9794  -2.8426  0.026
H  -4.6138  -1.9422  -2.5056  0.068
H  -3.7031  -3.4804  -2.9456  0.117
C  0.1958  -1.1480  4.9737  -0.080
N  1.3394  -0.8105  4.1115  -0.003
C  2.5474  -1.2984  4.5067  -0.529
C  3.6753  -1.2208  3.4609  -0.002
O  2.7917  -2.0443  5.4576  0.023
H  -0.0724  -0.0706  5.5584  0.133
H  0.2728  -1.9260  5.7560  0.075
H  -0.7075  -1.4058  4.2323  0.095
H  1.1745  -0.2337  3.3082  0.073
H  4.5955  -1.5009  3.7436  0.014
H  3.9985  -0.0771  3.3586  0.113
H  3.4370  -1.7473  2.4835  0.077
C  -5.1197  1.2478  5.6334  -0.050
N  -5.0714  0.5167  4.3579  0.040
C  -3.9811  -0.3374  4.0355  -0.413
C  -3.7784  -0.7374  2.6092  -0.005
O  -3.0817  -0.6988  4.8901  -0.040
H  -5.2948  0.5830  6.2689  -0.024
H  -6.0103  2.1022  5.5377  0.136
H  -4.2048  2.0815  5.7354  0.137
H  -5.5755  0.6346  3.6787  -0.013
H  -4.3879  -0.0154  2.0562  0.062
H  -4.0922  -1.9010  2.3061  0.150
H  -2.8212  -0.7411  2.3749  -0.005
C  0.8123  -0.7261  -4.2471  -0.036
N  0.7416  -0.0598  -5.5426  -0.009
C  1.0023  -0.6453  -6.6499  -0.617
C  0.7732  0.2866  -7.8664  -0.011
O  1.0497  -1.8509  -6.8444  0.028
H  0.5051  0.0593  -3.3240  0.145
H  1.8331  -1.0317  -4.1682  0.079
H  -0.0353  -1.3458  -4.2370  0.049
H  0.5448  0.9211  -5.4714  0.134
H  0.3825  -0.3128  -8.7256  0.086
H  1.8927  0.5413  -8.0600  0.109
H  0.1616  1.1988  -7.7308  0.071
C  1.8608  1.8912  2.2625  -0.003
N  0.8906  1.0506  1.5373  0.040
C  1.0839  0.0048  0.7150  -0.427
C  -0.1457  -0.4209  -0.0455  -0.008
O  2.2512  -0.4983  0.3989  -0.072
H  2.8891  1.5521  1.8965  0.116
H  1.8335  1.5650  3.2129  0.027
H  1.6264  2.8616  2.3180  0.044
H  -0.0064  1.4520  1.5012  0.061
H  -0.0169  -1.3372  -0.6260  0.054
H  -0.4725  0.1389  -0.9079  0.067
H  -1.0826  -0.6475  0.6085  0.101
C  -0.6312  4.0036  0.1273  -0.078
N  -1.5746  4.0148  1.2615  0.003
C  -2.2128  3.0140  1.8853  -0.545
C  -3.1287  3.3295  2.9616  0.017
O  -1.9471  1.8531  1.5367  0.010
H  0.4741  4.0563  0.3957  0.086
H  -0.6993  5.1464  -0.3106  0.121
H  -1.0200  3.5700  -0.8085  0.079
H  -1.8548  4.9492  1.6419  0.147
H  -3.9583  2.8587  2.6456  0.025
H  -3.4104  4.4639  3.2631  0.159
H  -2.6644  2.9436  3.7084  0.023
C  6.1004  2.4808  1.1795  -0.081
N  5.7169  3.6794  0.4096  0.004
C  5.1751  4.7114  1.0726  -0.509
C  4.9416  5.9773  0.0988  0.017
O  4.8543  4.7423  2.3120  -0.048
H  7.1563  1.9555  0.9656  0.127
H  5.5137  1.7536  0.8542  -0.027
H  5.8743  2.5042  2.3975  0.155
H  6.0511  3.8621  -0.5465  0.148
H  5.0816  5.5754  -0.7328  -0.058
H  5.8206  6.6774  0.4109  0.118
H  3.8491  6.2943  0.5408  0.144
C  -7.4993  2.7700  -0.7522  -0.101
N  -6.3407  2.0880  -1.1920  -0.023
C  -5.2991  1.5846  -0.4120  -0.403
C  -4.3448  0.5243  -0.9042  0.007
O  -5.0896  2.1417  0.7429  -0.034
H  -7.9148  2.4642  0.1983  0.079
H  -8.2237  2.7669  -1.5491  0.083
H  -7.0880  3.7839  -0.4383  0.106
H  -6.4821  1.5458  -2.0250  0.123
H  -3.5768  0.0739  -0.2157  0.097
H  -3.7544  0.7567  -1.6890  0.048
H  -5.1615  -0.1234  -1.0404  0.066
C  4.7656  -3.1031  0.4707  0.040
N  4.5908  -1.8259  -0.2876  0.025
C  5.4625  -1.4736  -1.1074  -0.765
C  5.1718  -0.2452  -1.8765  -0.020
O  6.5720  -1.9274  -1.1876  0.034
H  5.3279  -2.5561  1.1758  0.090
H  5.2729  -3.6780  -0.1185  0.036
H  3.9277  -3.3977  0.8476  0.025
H  3.8852  -0.9934  -0.2550  0.118
H  5.4598  -0.3788  -2.9386  0.075
H  5.9525  0.6004  -1.3898  0.138
H  3.9819  -0.0330  -1.8299  0.110

Summary:
HOMO level ... -8.882 eV
Orbital gap ... 0.32195 hartree
Charge ... 0
SMILES string ... CNC(C)=O.CNC(C)=O.CNC(C)=O.CNC(C)=O.CNC(C)=O.CNC(C)=O.CNC(C)=O.CNC(C)=O.CNC(C)=O.CNC(C)=O
Multiplicity ... 1

Model b:
The following is a quantum chemistry calculation of 10 unconnected molecules or ions with the total composition C30H70N10O10, from OMol25.

Last column: Löwdin charge in e.
Cartesian coordinates (Å):
C  1.0281  -4.8729  0.1512  -0.085
N  2.1071  -5.7119  0.4872  -0.189
C  3.0851  -6.4839  -0.4208  -0.016
C  2.4501  -5.7219  1.8332  -0.242
O  3.4311  -6.4139  2.3492  -0.069
H  1.2581  -4.7519  -0.8988  0.071
H  0.8801  -3.9939  0.8272  0.101
H  0.1631  -5.4879  0.2092  0.075
H  2.8801  -7.5409  -0.2758  0.063
H  4.2581  -6.2609  -0.0818  0.154
H  2.7951  -6.4759  -1.5078  0.066
H  1.9371  -5.0309  2.3392  0.077
C  -2.8299  1.6521  -1.2588  -0.098
N  -4.0729  2.1481  -0.7538  -0.215
C  -4.3799  1.6471  0.5492  -0.060
C  -4.9929  2.7251  -1.5468  -0.294
O  -6.1059  2.8881  -1.0298  -0.018
H  -2.6489  0.5521  -1.0038  0.081
H  -1.8569  2.1831  -0.7128  0.124
H  -2.7609  1.8121  -2.3778  0.074
H  -4.3989  2.3801  1.3852  0.081
H  -3.6239  0.8041  0.8132  0.113
H  -5.3979  1.2731  0.5112  0.085
H  -4.7059  2.9831  -2.5388  0.125
C  2.5481  -1.4619  -3.8198  -0.072
N  2.1971  -1.0249  -5.1788  -0.189
C  1.3711  -1.8389  -6.0588  -0.014
C  2.8911  0.0941  -5.5818  -0.293
O  2.8591  0.6871  -6.7358  -0.079
H  2.5461  -0.5539  -3.1428  0.059
H  3.7281  -1.6699  -3.9938  0.121
H  2.0361  -2.4649  -3.4208  0.114
H  1.7521  -2.4919  -6.7058  0.056
H  0.8181  -1.3889  -6.7168  0.034
H  0.7401  -2.3599  -5.3688  0.083
H  3.4731  0.5991  -4.6658  0.163
C  -2.0699  0.0181  6.8222  -0.018
N  -2.7179  -0.6849  5.6752  -0.183
C  -3.7659  -1.6069  5.9972  0.002
C  -2.3499  -0.4129  4.4582  -0.325
O  -2.7429  -1.1389  3.4912  -0.066
H  -1.3149  -0.7809  7.2402  0.120
H  -2.7929  0.0651  7.6142  0.067
H  -1.5309  0.9011  6.3802  0.094
H  -4.5629  -1.2039  6.4512  0.066
H  -3.3129  -2.2109  6.7992  0.117
H  -3.9909  -2.0679  5.2402  -0.004
H  -1.5629  0.4411  4.1942  0.142
C  -0.8509  4.4711  4.2352  -0.046
N  -1.8079  3.5201  3.5832  -0.172
C  -1.4319  2.7681  2.4962  -0.106
C  -3.0739  3.3441  4.1712  -0.285
O  -3.8059  2.4661  3.7692  0.027
H  -0.4879  5.2271  3.3672  0.103
H  -0.0299  4.0831  4.7982  0.050
H  -1.2889  5.2451  4.9862  0.107
H  -1.9669  3.1531  1.6952  0.067
H  -1.5289  1.7421  2.2852  0.056
H  -0.3289  2.8211  2.3042  0.106
H  -3.2619  3.9991  5.0062  0.122
C  -0.2579  -0.9579  1.3582  0.004
N  0.2811  -0.6419  -0.0588  -0.112
C  -0.1869  -1.5769  -1.1818  -0.041
C  1.1411  0.4041  -0.2608  -0.304
O  1.5631  0.7171  -1.4018  -0.060
H  -1.1889  -1.4229  1.0992  0.080
H  -0.4379  -0.1819  1.8722  -0.021
H  0.2941  -1.5799  1.9632  0.049
H  -1.2359  -2.0149  -1.1268  0.086
H  0.5431  -2.5219  -1.2398  0.102
H  -0.3849  -0.9789  -2.0428  0.055
H  1.5581  0.8561  0.7032  0.133
C  0.5831  6.0091  0.6982  -0.056
N  1.3451  4.8381  0.3262  -0.160
C  1.0751  4.3091  -0.9848  -0.040
C  2.0511  4.1861  1.1642  -0.391
O  2.5451  3.1141  0.8982  0.026
H  -0.2689  6.1781  -0.0148  0.104
H  1.1311  7.0501  0.4972  0.126
H  0.3121  6.2321  1.6762  0.025
H  2.0991  4.1641  -1.4648  0.117
H  0.5841  5.0631  -1.6558  0.094
H  0.5881  3.3301  -1.1708  0.082
H  2.1981  4.7521  1.9302  0.090
C  1.6121  3.8411  -5.3078  0.013
N  0.2541  3.4851  -4.7388  -0.154
C  0.1791  2.0711  -4.4428  -0.072
C  -0.7539  4.3521  -4.4158  -0.282
O  -1.8139  4.0051  -3.7798  -0.075
H  1.6521  4.9521  -5.3058  0.110
H  1.7601  3.4621  -6.1638  0.013
H  2.4111  3.6221  -4.7788  0.038
H  -0.9469  1.7751  -3.9238  0.142
H  0.8191  1.7341  -3.6168  0.053
H  0.4121  1.4111  -5.3418  0.094
H  -0.5649  5.2411  -4.9698  0.115
C  -1.5649  -7.1509  -2.3178  -0.080
N  -0.8179  -6.0339  -2.8448  -0.192
C  -1.6039  -4.7859  -3.0948  -0.019
C  0.5121  -6.0749  -3.3058  -0.346
O  0.9801  -5.1849  -3.9668  0.004
H  -1.9179  -7.7439  -3.0428  0.028
H  -2.2109  -7.1369  -1.3028  0.140
H  -0.6189  -7.6029  -1.7338  0.117
H  -1.9979  -4.5319  -2.0958  0.093
H  -2.3939  -4.8649  -3.6978  0.042
H  -1.0369  -3.9489  -3.3958  0.058
H  1.0711  -7.0899  -3.2048  0.155
C  4.1991  1.6521  3.1102  -0.041
N  3.0581  0.7801  3.4452  -0.191
C  3.0771  -0.6739  3.0632  -0.029
C  1.9681  1.2741  4.0242  -0.427
O  1.0281  0.6851  4.4372  0.000
H  4.2201  2.5911  3.4412  0.037
H  4.0931  1.6141  2.0212  0.077
H  5.1511  1.1051  3.3062  0.095
H  4.2111  -1.0159  3.5022  0.156
H  2.5691  -0.7879  2.1512  0.018
H  2.2851  -1.3569  3.8392  0.153
H  1.9121  2.4201  4.1472  0.144

Summary:
HOMO level ... -8.581 eV
Orbital gap ... 0.32664 hartree
Charge ... 0
SMILES string ... CN(C)C=O.CN(C)C=O.CN(C)C=O.CN(C)C=O.CN(C)C=O.CN(C)C=O.CN(C)C=O.CN(C)C=O.CN(C)C=O.CN(C)C=O
Multiplicity ... 1

Energetically preferred structure: model a | next structure: +71.2 kcal/mol

Model a:
The following is a quantum chemistry calculation of 2 unconnected molecules or ions with the total composition ClHN2O, from OMol25.

Last column: Löwdin charge in e.
Cartesian coordinates (Å):
N  -0.5706  0.3874  0.5283  0.120
N  0.2845  1.1467  0.5333  -0.304
O  1.0742  1.9872  0.3445  0.093
Cl  0.1944  -1.7845  -0.6591  0.413
H  -0.9824  -1.7368  -0.7471  -0.322

Summary:
HOMO level ... -10.973 eV
Orbital gap ... 0.43909 hartree
Charge ... 0
SMILES string ... N#[N+][O-].Cl
Multiplicity ... 1

Model b:
The following is a quantum chemistry calculation of ClHN2O in the gas phase, from OMol25.

Last column: Löwdin charge in e.
Cartesian coordinates (Å):
O  -1.0734  1.4615  0.0578  0.003
N  0.0075  0.9051  0.0058  -0.362
N  1.1036  1.4756  -0.0512  -0.102
Cl  2.5228  0.0188  0.0236  0.311
H  0.0076  -0.1479  -0.0008  0.150

Summary:
HOMO level ... -10.986 eV
Orbital gap ... 0.34080 hartree
Charge ... 0
SMILES string ... [O-]/[NH+]=N/Cl
Multiplicity ... 1

Model c:
The following is a quantum chemistry calculation of a molecular structure, ClHN2O, from OMol25.

Last column: Löwdin charge in e.
Cartesian coordinates (Å):
N  1.1157  0.2973  -0.5307  -0.416
N  -0.7945  -0.3655  1.7710  0.053
O  -1.4576  -0.5509  0.9026  -0.237
Cl  -0.2893  -0.4817  -1.0122  0.610
H  1.4257  1.1008  -1.1307  -0.011

Summary:
HOMO level (spin up / spin down) ... -9.844 / -8.073 eV
Orbital gap (spin up / spin down) ... 0.38233 / 0.25952 hartree
Charge ... 0
Multiplicity ... 1

Energetically preferred structure: model a | next structure: +45.9 kcal/mol